(1)
Below is C36H34ClCuNO6SSi2 as an isolated structure at a distorted geometry, with properties calculated with ωB97M-V with the def2-TZVPD basis set.

```
82
Properties=species:S:1:pos:R:3:mulliken_charge:R:1
Cu 0.67510 0.27846 0.81323 -0.38
C 3.79413 -1.75040 0.12564 -1.30
Si 2.81136 -0.09282 0.10944 0.77
C 3.96747 0.95955 1.25209 -1.37
C 3.40095 0.64384 -1.58752 0.23
C 4.23724 -0.01718 -2.49221 -0.15
C 4.64861 0.57129 -3.68496 -0.58
C 4.22670 1.85309 -4.01274 -0.31
C 3.37741 2.52690 -3.14210 -0.71
C 2.96928 1.92527 -1.95873 -0.18
H 4.87659 -1.58553 0.08855 0.33
H 3.51708 -2.39950 -0.71402 0.32
H 3.56903 -2.30464 1.04270 0.29
H 5.03094 0.87994 0.99606 0.35
H 3.83872 0.64731 2.29450 0.39
H 3.68247 2.01788 1.19954 0.24
H 4.57558 -1.02323 -2.26593 0.25
H 5.30449 0.02789 -4.35766 0.34
H 4.55587 2.32048 -4.93443 0.32
H 3.03094 3.52428 -3.39464 0.35
H 2.27690 2.45092 -1.30499 0.14
O -3.01366 -2.47165 4.87447 -0.75
S -1.72247 -2.43204 4.19764 1.18
O -1.14681 -3.74964 3.97802 -0.78
N -1.79857 -1.58200 2.82860 -0.49
C -1.00752 -0.48915 2.88449 0.17
O -0.96798 0.36223 1.86743 0.51
C -0.25772 -0.33585 4.08658 0.15
C 0.73150 0.60951 4.45080 -0.30
C 1.29810 0.53889 5.70197 -0.87
C 0.92040 -0.46044 6.63841 -0.64
C -0.02133 -1.42853 6.27411 -0.46
C -0.58091 -1.36825 5.02205 -0.41
H 1.04272 1.36902 3.74112 0.62
H 2.05722 1.26338 5.98047 0.35
H 1.38221 -0.48903 7.61917 0.36
H -0.29360 -2.22635 6.95834 0.39
C 1.59232 5.95412 2.49605 -1.38
C 0.35255 5.35764 3.10139 1.06
C 0.05676 5.49569 4.44563 -0.85
C -1.07440 4.89493 4.97877 0.31
Cl -1.42877 5.11564 6.67248 -0.29
C -1.90763 4.12226 4.20185 -1.04
C -1.62967 3.98738 2.84782 0.25
C -0.52656 4.62258 2.30039 0.68
O -0.22955 4.62157 0.96383 -0.46
C -1.19607 4.05411 0.12079 -0.99
C -1.12083 2.53624 -0.01398 0.76
O -2.29656 1.96954 0.16050 -0.09
O -0.11263 1.96084 -0.32773 -0.51
H 2.23217 6.37878 3.26913 0.39
H 1.34281 6.73578 1.77443 0.28
H 2.15027 5.18617 1.95772 0.22
H 0.71502 6.07010 5.08485 0.33
H -2.75602 3.60636 4.62939 0.58
H -2.25943 3.33793 2.25167 -0.35
H -0.99695 4.46736 -0.86813 0.38
H -2.20002 4.34305 0.43594 0.58
C -5.34863 0.53573 4.22588 -0.57
C -4.77208 -0.66977 3.85484 -0.45
C -4.02972 -0.75385 2.68485 -0.04
C -3.82632 0.37020 1.88278 0.22
C -4.45248 1.56431 2.24822 -0.17
C -5.21117 1.65009 3.40676 -0.65
Si -2.69063 0.32057 0.40344 0.03
C -3.81605 0.08825 -1.12342 0.18
C -4.39375 1.14553 -1.83202 -0.09
C -5.15615 0.93134 -2.97267 -0.61
C -5.36430 -0.35905 -3.44104 -0.41
C -4.80899 -1.42775 -2.74954 -0.63
C -4.05072 -1.20107 -1.60976 -0.40
H -5.89245 0.61154 5.16048 0.37
H -4.85284 -1.53390 4.50070 0.41
H -3.56651 -1.69450 2.41632 0.57
H -4.33818 2.44380 1.61956 0.32
H -5.67889 2.59028 3.67790 0.40
H -1.68521 -0.71053 0.15367 -0.33
H -4.22901 2.16057 -1.48360 0.26
H -5.58608 1.77302 -3.50515 0.35
H -5.95189 -0.52985 -4.33504 0.34
H -4.96300 -2.43980 -3.10681 0.36
H -3.61302 -2.04522 -1.08215 0.34
```

Computed properties:
LUMO energy (spin up / spin down) = 0.1493 / 0.1492 Eh
highest occupied orbital energy (spin up / spin down) = 0.0239 / -0.0857 Ha
charge = -2
multiplicity = 2
energy relative to the best compared isomer or geometry (same formula, charge and spin) = 1.5328 eV
⟨S²⟩ = 0.7658

=====

(2)
Below is C4H10NO2PS as an isolated structure at a distorted geometry, with properties calculated with ωB97M-V with the def2-TZVPD basis set.

```
19
Properties=species:S:1:pos:R:3:mulliken_charge:R:1
C -0.65059 0.75126 0.04333 0.49
C 1.65127 0.17092 0.01561 -1.24
C 0.77019 1.10702 2.24481 -1.61
C 0.43703 0.26734 1.01901 0.72
N -1.15505 1.97759 0.01951 -0.84
O -0.97024 -0.16985 -0.85515 -0.52
O 0.10640 -2.19905 -2.59391 -0.36
P -2.62836 -2.08537 -1.66045 -0.09
S -0.48455 -2.25779 -1.27983 0.60
H 2.07877 1.10963 -0.31672 0.37
H 2.54197 -0.49720 0.46452 0.22
H 1.46538 -0.22785 -0.94420 0.42
H -0.18540 1.51558 2.51349 0.43
H 1.36012 0.46783 2.82609 0.42
H 1.31896 1.94759 1.79354 0.33
H -0.08777 -0.76292 1.34041 0.12
H -0.69602 2.62937 0.63273 0.24
H -2.38001 -0.80887 -2.35532 0.18
H -2.49209 -2.93521 -2.90744 0.12
```

Computed properties:
LUMO energy (spin up / spin down) = -0.0715 / -0.0716 Eh
highest occupied orbital energy (spin up / spin down) = -0.3326 / -0.3326 Ha
charge = 0
energy relative to the best compared isomer or geometry (same formula, charge and spin) = 4.7778 eV

=====

(3)
Below is a 14-piece molecular cluster, C57H88N14O19 overall at a distorted geometry, with properties calculated with ωB97M-V with the def2-TZVPD basis set.

```
178
Properties=species:S:1:pos:R:3:mulliken_charge:R:1
C -3.29530 -1.36618 7.21178 -0.51
C -1.89432 -1.14082 6.97365 -0.68
C -1.50768 -0.13968 6.12952 0.11
C -2.49021 0.61410 5.53127 0.22
C -3.81360 0.40145 5.71232 -0.31
C -4.23954 -0.63081 6.55740 -0.54
N -2.08888 1.53697 4.43063 1.11
O -2.87667 1.62415 3.50453 -0.59
O -1.01193 2.07213 4.49113 -0.60
H -3.51257 -2.20246 7.86015 0.43
H -1.26821 -1.72903 7.63327 0.37
H -0.41686 0.00589 5.90669 0.22
H -4.57501 1.07079 5.23234 0.29
H -5.30519 -0.78423 6.76233 0.38
C 2.82680 -0.58160 -2.33777 -0.29
C 3.77637 -1.16943 -3.13814 -0.50
C 4.65020 -0.39023 -3.87816 -0.79
C 4.52212 0.98425 -3.81960 -0.53
C 3.69799 1.59934 -2.86864 -0.71
C 2.72854 0.80555 -2.27145 1.13
N 5.49315 1.84975 -4.56400 1.11
O 5.97961 1.38848 -5.53737 -0.65
O 5.54792 2.99804 -4.14730 -0.64
H 2.22273 -1.26441 -1.69671 0.26
H 3.85444 -2.22305 -3.19366 0.63
H 5.37123 -0.81926 -4.59701 0.42
H 3.76692 2.63595 -2.59723 0.70
H 1.94325 1.26064 -1.71589 -0.11
C -4.04943 0.54734 -6.57677 -0.44
C -3.14237 -0.52614 -6.49865 -0.54
C -3.10772 -1.33548 -5.34097 0.08
C -4.00877 -1.07014 -4.28857 -0.29
C -4.88896 0.01516 -4.39131 -0.40
C -4.90691 0.78836 -5.51887 -0.56
N -3.90160 -1.87292 -3.05206 0.96
O -3.29687 -2.93603 -3.06197 -0.60
O -4.41322 -1.35512 -2.05845 -0.57
H -4.07744 1.16489 -7.45344 0.47
H -2.45181 -0.84985 -7.30370 0.38
H -2.35600 -2.15719 -5.40819 0.44
H -5.57168 0.16217 -3.60114 0.53
H -5.57326 1.60551 -5.56245 0.38
C 1.48366 -5.69441 -2.85294 -0.13
C 1.88665 -5.26817 -4.12203 -0.67
C 1.37002 -4.05912 -4.62018 -0.59
C 0.56660 -3.29369 -3.75100 -0.49
C 0.17235 -3.76410 -2.50916 0.32
C 0.54677 -5.01030 -2.02942 -1.08
N 0.06317 -1.93217 -4.19650 0.78
O 0.15416 -1.67727 -5.38869 -0.66
O -0.45584 -1.25131 -3.34792 0.31
H 1.98025 -6.55827 -2.46471 0.43
H 2.70488 -5.79774 -4.67473 0.33
H 1.65835 -3.71124 -5.56209 0.62
H -0.41626 -3.17693 -1.82159 0.36
H 0.30558 -5.42825 -1.05150 0.59
C -0.08143 -2.36887 1.92623 0.20
C -1.06435 -2.64687 1.01065 -1.02
C -1.39722 -1.65521 0.06553 -0.56
C -0.67664 -0.41723 0.03467 -0.11
C 0.36025 -0.17302 0.95261 -0.68
C 0.65090 -1.16835 1.91879 -0.73
N -1.01610 0.58016 -0.94281 1.52
O -0.26475 1.54686 -1.10163 -0.37
O -1.97827 0.38426 -1.60520 -0.37
H 0.15742 -3.10878 2.64812 0.59
H -1.65288 -3.54279 1.14291 0.48
H -2.24373 -1.65197 -0.57735 0.05
H 0.76466 0.82116 1.03755 0.24
H 1.39212 -0.94331 2.64818 0.66
C 3.45095 -3.00073 2.59172 0.13
O 3.45069 -3.16529 3.81521 -0.68
N 2.97402 -3.88060 1.71266 0.47
C 3.32317 -3.79845 0.23649 -0.20
C 2.43961 -5.17414 2.11259 -1.42
H 3.75698 -2.02429 2.08204 0.35
H 3.95980 -4.62114 -0.08110 0.34
H 3.74521 -2.82734 -0.03569 -0.12
H 2.43840 -3.88733 -0.39260 -0.03
H 2.90284 -6.08912 1.70685 0.38
H 2.61209 -5.23521 3.18842 0.39
H 1.35150 -5.23565 2.10047 0.46
C 2.69413 3.56785 0.53928 0.05
O 3.83744 3.31564 0.85415 -0.73
N 1.74454 3.51151 1.44919 0.37
C 0.39003 3.95673 1.31294 -0.60
C 2.03750 3.13627 2.86865 -0.98
H 2.33393 3.76396 -0.47119 0.47
H 0.30856 5.01523 1.58559 0.38
H -0.27144 3.41134 2.03289 0.02
H 0.09656 3.92144 0.28121 0.08
H 1.51342 2.17119 3.01091 0.12
H 3.10551 2.99815 3.08583 0.31
H 1.53406 3.77498 3.56110 0.41
C -2.14076 -6.20563 3.02328 -0.02
O -1.22065 -6.12665 2.21163 -0.57
N -2.05638 -5.75316 4.30204 0.32
C -3.25841 -5.73021 5.14005 -0.97
C -0.97132 -4.97150 4.85427 -0.95
H -3.10996 -6.70267 2.74327 0.35
H -3.05296 -6.20199 6.11306 0.31
H -4.06785 -6.28564 4.67426 0.35
H -3.61277 -4.73594 5.24082 0.32
H -1.08706 -3.90160 4.70186 0.40
H -0.79042 -5.19041 5.91489 0.34
H -0.01076 -5.25999 4.41494 0.16
C -4.11592 -2.09411 3.32610 0.89
O -3.76779 -3.13244 3.86331 -0.56
N -4.70344 -2.10456 2.12310 0.18
C -5.11992 -0.84504 1.45364 -0.28
C -5.00275 -3.32180 1.40788 -0.66
H -4.00605 -1.08751 3.71551 -0.48
H -6.18613 -0.71726 1.37674 0.36
H -4.70096 -0.92681 0.45797 -0.06
H -4.65633 0.03628 1.96937 0.05
H -4.24513 -4.07014 1.58712 0.13
H -5.96333 -3.70532 1.75655 0.33
H -5.03042 -3.01778 0.32281 0.16
C -2.49266 2.70105 -4.23848 0.14
O -3.44571 3.40451 -3.97758 -0.73
N -1.75443 2.75342 -5.35571 0.76
C -0.45556 2.08486 -5.46500 -0.68
C -2.18754 3.64768 -6.39138 -1.36
H -2.10528 1.90112 -3.57884 0.15
H 0.42414 2.78752 -5.28212 0.24
H -0.39341 1.52616 -6.38486 0.44
H -0.28054 1.35100 -4.62875 -0.11
H -1.68022 3.50064 -7.31373 0.46
H -3.21711 3.68171 -6.59788 0.36
H -1.91416 4.70770 -6.35050 0.32
C 0.39042 5.17956 -2.64775 -0.19
O 1.02849 4.14631 -2.65385 -0.42
N 0.73120 6.39041 -2.03880 0.48
C -0.22618 7.47660 -2.15875 -1.05
C 2.09457 6.63989 -1.71883 -1.02
H -0.58304 5.21619 -3.18037 0.31
H -1.21431 7.03163 -2.24238 0.23
H -0.08186 8.10385 -3.06598 0.33
H -0.37757 8.03855 -1.28552 0.41
H 2.25805 6.57549 -0.64998 0.28
H 2.74334 5.88290 -2.17454 0.29
H 2.37090 7.65852 -2.02859 0.37
C 1.67662 -1.85836 5.55972 -0.41
O 0.65280 -1.63839 4.92937 -0.17
N 2.59996 -0.87793 5.80294 0.44
C 3.92091 -1.18941 6.39462 -0.98
C 2.34056 0.49964 5.20892 -0.71
H 1.93178 -2.86464 5.89792 0.40
H 4.73366 -1.05880 5.69832 0.28
H 3.99295 -2.17413 6.89446 0.28
H 4.03721 -0.47277 7.21628 0.42
H 2.34829 1.26683 6.00687 0.39
H 3.13966 0.78680 4.55130 0.55
H 1.33831 0.57325 4.71401 -0.31
C -2.91814 5.80738 -0.52954 -0.23
O -1.78703 5.70471 -0.12948 -0.43
N -3.66285 4.82414 -1.00127 0.59
C -5.02448 5.11875 -1.47304 -0.98
C -3.22558 3.36830 -1.03464 -0.83
H -3.43909 6.77579 -0.43434 0.26
H -5.53960 4.18026 -1.32385 0.27
H -4.98249 5.29190 -2.53130 0.30
H -5.37469 6.00858 -0.97440 0.39
H -3.32319 2.93526 -0.00031 0.49
H -3.82214 2.81034 -1.73662 0.41
H -2.19537 3.38649 -1.35630 -0.32
C 5.61345 0.35748 -0.34815 0.48
O 5.27429 -0.86213 -0.36928 -0.67
N 6.79218 0.85417 -0.69273 0.21
C 6.98350 2.28554 -0.51375 -0.73
C 7.82763 0.03893 -1.30019 -0.93
H 4.92036 1.16395 0.02610 -0.06
H 6.29474 2.70712 0.17399 0.24
H 6.91824 2.76687 -1.54590 0.22
H 8.00930 2.42608 -0.09509 0.31
H 8.02235 0.37197 -2.32929 0.29
H 8.69799 0.12447 -0.73703 0.38
H 7.43474 -0.99885 -1.27359 0.26
```

Computed properties:
LUMO energy = -0.0188 Eh
highest occupied orbital energy = -0.3190 Ha
charge = 0

=====

no.,E (hartree)
1,-4976.36372
2,-1103.02750
3,-4420.41028